Formula: C22H48CdN4O8S2
Source: OMol25
Level of theory: wB97M-V/def2-TZVPD

Element x y z (Å)
C  -8.45279  8.13321  1.58481
C  -6.92858  8.20948  1.72643
O  -6.26485  8.07805  0.48347
C  -6.08890  6.77422  -0.00985
C  -4.65004  6.64595  -0.49300
O  -4.40913  5.28034  -0.76609
C  -3.08279  5.02018  -1.15618
C  -2.94220  3.51903  -1.36300
O  -1.60789  3.08705  -1.16093
C  -0.84440  2.78838  -2.30782
C  -0.64783  1.28313  -2.48032
O  0.73561  0.98936  -2.34619
C  1.08034  -0.34802  -2.11075
C  0.45438  -1.35996  -3.10561
C  -0.80054  -2.12566  -2.58693
C  -0.44238  -3.49259  -1.94653
C  -0.55303  -3.42471  -0.42653
N  0.08082  -4.59469  0.20307
C  0.15871  -4.67988  1.54634
N  0.16836  -3.68418  2.32705
N  0.34774  -6.08559  1.96861
C  2.61719  -0.39395  -2.03207
O  3.04575  -0.45387  -0.66393
C  4.01130  -1.42213  -0.28847
N  5.24264  -1.40959  -1.01168
C  3.34558  -2.80662  -0.35961
C  3.75689  -3.89905  0.61448
C  5.24929  -4.20938  0.77387
S  5.43552  -4.78297  2.45329
O  4.31477  -5.63611  2.77089
O  5.71346  -3.61975  3.25510
O  6.72979  -5.67678  2.40237
C  4.38853  -0.95835  1.16214
S  3.33090  -1.20345  2.53988
C  1.72447  -0.76069  2.05351
C  0.96941  -0.10717  3.22284
H  -8.83840  7.13581  1.80297
H  -8.94013  8.84312  2.25764
H  -8.72851  8.40047  0.56341
H  -6.62275  9.17749  2.12589
H  -6.56521  7.42948  2.41085
H  -6.28778  6.01264  0.75460
H  -6.77329  6.59250  -0.84822
H  -4.50824  7.24781  -1.39937
H  -3.96318  7.01433  0.27863
H  -2.36783  5.33336  -0.38314
H  -2.85470  5.57265  -2.07939
H  -3.27444  3.23632  -2.36824
H  -3.58556  3.01534  -0.63640
H  0.14351  3.24003  -2.18542
H  -1.30467  3.22937  -3.19825
H  -1.22083  0.77343  -1.69232
H  -1.00664  0.93795  -3.45790
H  0.74647  -0.61853  -1.09191
H  0.26317  -0.86418  -4.06116
H  1.22328  -2.10988  -3.31574
H  -1.26496  -1.50592  -1.81007
H  -1.55121  -2.25402  -3.36779
H  0.60357  -3.72065  -2.17255
H  -1.04393  -4.31395  -2.34749
H  -1.57758  -3.29035  -0.06749
H  0.02531  -2.55643  -0.09765
H  -0.13170  -5.47606  -0.24197
H  0.24993  -3.87655  3.31931
H  -0.51641  -6.41432  2.38975
H  1.09580  -6.11817  2.65358
H  3.00192  -1.26302  -2.57166
H  3.03772  0.51130  -2.47682
H  5.25209  -1.97966  -1.84420
H  5.57542  -0.47739  -1.22306
H  3.44367  -3.16258  -1.39400
H  2.28527  -2.62517  -0.19302
H  3.32624  -3.65581  1.59820
H  3.26085  -4.82832  0.32074
H  5.88267  -3.32497  0.70749
H  5.59196  -4.95913  0.05657
H  7.08172  -5.81978  1.51558
H  4.53673  0.12856  1.08162
H  5.32507  -1.40844  1.49243
H  1.21740  -1.75489  1.82029
H  1.77572  -0.16099  1.14019
H  1.18839  0.96233  3.26050
H  1.24988  -0.51814  4.19558
H  -0.10041  -0.25412  3.07954
Cd  0.45854  -8.15610  3.22726

Calculated values
Charge = +2
Maximum force = 1.8 eV/A
Kohn-Sham gap = 0.0370 hartree
Relative energy (zero: lowest compared OMol25 entry of this formula, charge and spin) = 0.0 kcal/mol
2S+1 = 1
LUMO level = -11.258 eV

Charges obtained by Mulliken population analysis, quoted in units of e:
1 C -1.016
2 C -0.255
3 O -0.336
4 C -0.429
5 C -0.496
6 O -0.220
7 C -0.467
8 C -0.460
9 O -0.421
10 C -0.672
11 C -0.105
12 O -0.392
13 C 1.215
14 C -1.467
15 C -0.774
16 C -0.711
17 C -0.120
18 N -0.117
19 C 0.009
20 N -0.472
21 N -0.761
22 C -1.470
23 O -0.325
24 C 0.523
25 N -0.352
26 C -0.196
27 C -1.160
28 C -1.169
29 S 1.313
30 O -0.585
31 O -0.573
32 O -0.480
33 C -1.142
34 S 0.040
35 C 1.005
36 C -1.403
37 H 0.277
38 H 0.349
39 H 0.296
40 H 0.318
41 H 0.339
42 H 0.377
43 H 0.247
44 H 0.264
45 H 0.302
46 H 0.329
47 H 0.252
48 H 0.347
49 H 0.297
50 H 0.358
51 H 0.379
52 H 0.161
53 H 0.241
54 H -0.045
55 H 0.588
56 H 0.643
57 H 0.411
58 H 0.393
59 H 0.348
60 H 0.422
61 H 0.386
62 H -0.159
63 H 0.290
64 H 0.222
65 H 0.446
66 H 0.594
67 H 0.414
68 H 0.399
69 H 0.292
70 H 0.294
71 H 0.746
72 H -0.365
73 H 0.161
74 H 0.860
75 H 0.414
76 H 0.594
77 H 0.400
78 H 0.800
79 H 0.358
80 H -0.562
81 H 0.175
82 H 0.391
83 H 0.403
84 H 0.407
85 Cd 0.589

---

Formula: C37H88F12N8Na6Ni2O23P2
Source: OMol25
Level of theory: wB97M-V/def2-TZVPD

Element x y z (Å)
Ni  28.54942  2.40901  -3.07898
Ni  25.52098  0.64001  -1.83949
Na  28.29122  4.97142  0.31171
Na  25.91174  0.63816  -5.89648
Na  30.42703  1.84510  0.68592
Na  30.98323  0.00188  -2.23231
Na  27.88617  -1.90826  1.15094
Na  27.85575  -1.50404  -4.66787
C  24.62964  -0.93495  -3.70020
O  25.81189  -0.55533  -3.72600
O  24.02856  -1.06361  -4.70370
O  24.14213  -0.70507  -2.58786
C  27.75161  0.30270  -0.61760
O  27.57378  1.19885  -1.49043
O  28.82940  -0.02174  -0.18072
O  26.72231  -0.38500  -0.43326
C  30.18523  3.72460  -1.48544
O  30.27936  2.55760  -1.83078
O  30.33038  4.08152  -0.36190
O  29.22390  4.09396  -2.08021
C  25.44437  2.78964  -3.87122
O  25.02528  2.67668  -5.01128
O  26.62271  3.12806  -3.54817
O  24.85969  2.24050  -2.96667
C  28.98951  1.06678  -5.20249
O  28.47947  0.40998  -6.10689
O  29.02060  2.30785  -5.09295
O  29.04481  0.60957  -4.06543
P  31.41181  -3.17119  -3.60841
F  32.84857  -3.83883  -3.87002
F  31.07726  -4.25007  -2.38781
F  31.95728  -2.08872  -2.46398
F  29.95604  -2.48406  -3.39725
F  31.54262  -2.07870  -4.75511
F  30.63779  -4.07995  -4.84234
P  26.97501  3.31625  2.90028
F  26.88254  4.87199  2.35059
F  28.22539  3.73448  3.88004
F  25.93642  3.69752  4.13451
F  26.95096  1.81524  3.54302
F  25.95783  2.92282  1.77258
F  28.27793  3.00083  1.90120
C  23.42604  -0.01110  1.25352
C  23.21742  1.22194  0.30739
C  22.43227  2.28057  1.10393
O  22.27704  3.48523  0.28960
C  21.22829  4.36560  0.63665
N  24.50564  1.66208  -0.13886
H  23.86525  -0.80790  0.65327
H  22.52984  -0.36008  1.76649
H  24.12852  0.22227  2.05362
H  22.70331  1.00648  -0.62929
H  22.96205  2.52412  2.02486
H  21.42940  1.93988  1.36136
H  21.20768  4.64030  1.69127
H  20.25600  3.90121  0.47208
H  21.24120  5.28420  0.05004
H  24.92324  1.93162  0.74038
H  24.24885  2.58171  -0.46814
C  30.21121  -7.22078  3.33061
C  30.68822  -5.80806  2.90337
C  29.54079  -4.86261  2.85340
O  29.75789  -3.61922  2.08761
C  30.22547  -3.69962  0.72140
N  31.76991  -5.32522  3.74890
H  30.87623  -7.76014  4.00509
H  30.14823  -7.86827  2.45603
H  29.23072  -7.26373  3.80484
H  31.23930  -5.95936  1.97519
H  29.29663  -4.61443  3.88630
H  28.73300  -5.39995  2.35657
H  29.53196  -4.26410  0.09810
H  31.20013  -4.16533  0.57559
H  30.15298  -2.75554  0.18145
H  32.54048  -5.96104  3.89741
H  32.14364  -4.44877  3.41386
C  30.35919  0.67663  4.17163
C  29.85253  -0.64981  3.78831
C  29.29991  -1.61237  4.86018
O  28.34852  -0.92382  5.62171
C  27.85423  -1.69736  6.76212
N  28.75646  -0.34120  2.83602
H  29.58859  1.07489  4.83168
H  30.48235  1.34832  3.32206
H  31.24233  0.72798  4.80844
H  30.65904  -1.07391  3.19017
H  30.10183  -1.97460  5.50346
H  28.82024  -2.48552  4.41789
H  28.64384  -1.79635  7.50698
H  27.65137  -2.74124  6.52283
H  26.96218  -1.17469  7.10730
H  28.00307  -0.18989  3.49147
H  28.74206  0.61310  2.50554
C  25.71716  -7.70143  4.48582
C  25.36418  -6.62842  3.37406
C  25.65053  -5.10866  3.93098
O  25.15697  -4.10091  3.02060
C  24.59753  -2.91254  3.44871
N  26.34377  -6.86707  2.28484
H  25.13371  -7.41204  5.35986
H  26.78877  -7.66123  4.68105
H  25.34532  -8.70693  4.28878
H  24.36971  -6.74863  2.94430
H  26.62593  -4.79429  4.30229
H  25.03995  -4.99636  4.82690
H  23.70658  -3.00476  4.06984
H  24.45526  -2.28268  2.57057
H  25.31704  -2.38577  4.07554
H  26.61062  -7.83857  2.21351
H  25.86496  -6.69197  1.41296
C  34.54142  3.69456  0.48495
C  33.23958  2.82190  0.45445
C  33.55019  1.35258  0.65962
O  32.37319  0.50098  0.39081
C  32.61350  -0.83450  0.86798
N  32.41667  3.39063  1.58774
H  35.36279  3.32799  -0.13074
H  34.98827  3.58258  1.47282
H  34.38622  4.75711  0.29786
H  32.73828  2.98626  -0.49938
H  34.04809  1.33621  1.62912
H  34.39319  1.03825  0.04428
H  32.88019  -0.98644  1.91387
H  33.38819  -1.34369  0.29467
H  31.67779  -1.37143  0.71227
H  32.92977  3.73017  2.38870
H  32.05336  4.26533  1.23701
C  32.62589  1.46560  -4.67067
C  33.86054  1.25495  -3.81506
C  34.28093  2.40400  -2.91950
O  35.47127  2.30165  -2.14730
C  36.69062  2.29838  -2.82211
N  33.63957  0.10026  -2.95778
H  31.70816  1.75539  -4.15891
H  32.29860  0.55318  -5.16913
H  32.80342  2.11743  -5.52607
H  34.67647  1.10409  -4.52188
H  33.47694  2.70399  -2.24741
H  34.22879  3.30684  -3.52800
H  36.71649  3.18018  -3.46231
H  36.89626  1.41997  -3.43384
H  37.46871  2.30370  -2.05880
H  33.81804  -0.65801  -3.60065
H  34.43458  0.09763  -2.33485
C  26.57978  -3.53486  -1.84971
C  25.88697  -4.13952  -0.61643
C  24.89756  -5.24990  -0.90496
O  24.49529  -5.81128  0.27987
C  23.27361  -5.32900  0.82861
N  26.77952  -4.43161  0.55267
H  25.81461  -3.31896  -2.59537
H  27.32820  -4.19594  -2.28668
H  27.02721  -2.55318  -1.69413
H  25.32113  -3.25012  -0.33912
H  25.43284  -6.02771  -1.44956
H  24.04778  -4.97532  -1.52993
H  23.29517  -4.24155  0.89992
H  22.95714  -5.72212  1.79474
H  22.57151  -5.65855  0.06274
H  26.25452  -4.56725  1.40477
H  27.17427  -5.35464  0.44185
C  24.67229  5.31760  -1.11807
C  25.49402  6.59208  -1.55076
C  25.07602  7.80465  -0.63441
O  25.95399  8.87800  -0.95022
C  25.41787  9.85923  -1.90504
N  26.83875  6.22419  -1.39289
H  24.65463  5.17556  -0.03751
H  25.18034  4.43590  -1.50869
H  23.61246  5.25056  -1.36377
H  25.25552  6.93605  -2.55719
H  25.21769  7.66715  0.43756
H  24.08393  8.16202  -0.91035
H  26.25041  10.47679  -2.24210
H  24.79608  10.53263  -1.31512
H  24.73794  9.42106  -2.63565
H  27.34244  7.05313  -1.67438
H  27.03506  5.52122  -2.09103

Calculated values
Charge = -2
Maximum force = 13.0 eV/A
Kohn-Sham gap (spin up / spin down) = 0.1229 / 0.1213 hartree
2S+1 = 5
LUMO level (spin up / spin down) = 2.416 / 2.416 eV

Mulliken atomic charge list, values in e, 99 entries:
1 Ni 0.798
2 Ni 1.760
3 Na 0.657
4 Na 0.842
5 Na 0.529
6 Na 0.214
7 Na 0.288
8 Na 0.842
9 C 0.533
10 O -0.860
11 O -0.888
12 O -0.785
13 C 0.346
14 O -0.127
15 O -0.066
16 O -0.561
17 C 1.183
18 O -0.584
19 O -0.779
20 O -0.813
21 C 0.225
22 O -1.015
23 O -0.519
24 O -0.955
25 C 0.932
26 O -1.107
27 O -0.858
28 O -0.169
29 P 1.478
30 F -0.368
31 F -0.400
32 F -0.366
33 F -0.409
34 F -0.368
35 F -0.435
36 P 1.358
37 F -0.460
38 F -0.434
39 F -0.424
40 F -0.404
41 F -0.719
42 F -0.383
43 C -1.012
44 C 0.346
45 C -1.159
46 O -0.075
47 C -0.993
48 N 0.921
49 H -0.123
50 H 0.549
51 H 0.285
52 H 0.606
53 H 0.265
54 H 0.543
55 H 0.390
56 H 0.356
57 H 0.217
58 H 0.045
59 H -0.450
60 C -1.209
61 C 0.490
62 C -0.204
63 O 0.603
64 C -0.868
65 N -0.741
66 H 0.469
67 H 0.310
68 H -0.051
69 H 0.280
70 H 0.268
71 H -0.134
72 H 0.371
73 H 0.470
74 H -0.209
75 H 0.252
76 H 0.197
77 C -1.566
78 C 1.176
79 C -0.458
80 O -0.295
81 C -0.813
82 N 1.007
83 H 0.403
84 H 0.085
85 H 0.405
86 H -0.354
87 H 0.639
88 H -0.043
89 H 0.324
90 H 0.223
91 H 0.275
92 H 0.156
93 H -0.771
94 C -1.511
95 C 0.671
96 C -0.854
97 O -0.096
98 C -0.740
99 N -0.276

---

Formula: C4H12O3
Source: OMol25
Level of theory: wB97M-V/def2-TZVPD

Element x y z (Å)
O  1.95933  1.13755  0.42563
C  0.89433  1.54518  -0.45972
C  -0.44096  1.44147  0.30924
C  -1.23478  0.19027  0.02183
C  -0.82576  -0.93775  0.89784
O  -1.42915  -2.20221  0.60704
H  2.63874  0.70354  -0.10490
H  1.09242  2.59450  -0.64749
H  0.81428  0.84832  -1.27678
H  -0.20109  1.54358  1.36362
H  -1.02198  2.32202  0.05015
H  -0.87587  -0.10918  -0.98555
H  -2.28697  0.31850  -0.23723
H  -1.08324  -0.72432  1.94114
H  0.20389  -1.19307  1.03260
H  -2.30129  -2.11276  0.19591
O  1.72092  -1.77323  -1.21093
H  1.48817  -1.55080  -0.30464
H  0.88901  -2.04163  -1.61776

Calculated values
Charge = 0
Maximum force = 3.1 eV/A
SMILES = OCCCCO.O
Kohn-Sham gap = 0.4016 hartree
Relative energy (zero: lowest compared OMol25 entry of this formula, charge and spin) = 26.8 kcal/mol
2S+1 = 1
LUMO level = 0.769 eV

Charges obtained by Mulliken population analysis, quoted in units of e:
1 O -0.571
2 C -0.398
3 C -0.777
4 C -0.262
5 C -0.745
6 O -0.551
7 H 0.313
8 H 0.339
9 H 0.349
10 H 0.398
11 H 0.334
12 H 0.163
13 H 0.445
14 H 0.311
15 H 0.341
16 H 0.329
17 O -0.658
18 H 0.305
19 H 0.337